Below is a 6-piece molecular cluster, C55H74F5N3O3P3S2 overall, with properties calculated with the ωB97M-V functional and the def2-TZVPD basis.

CARTESIAN COORDINATES (ANGSTROEM)
C  4.74  1.63  5.31
C  3.98  0.83  4.58
C  4.11  0.64  3.08
N  5.40  1.08  2.60
C  5.61  0.92  1.17
P  6.50  -0.70  0.83
P  7.66  -0.32  -0.97
O  7.21  -1.28  -1.99
O  7.46  1.19  -1.47
O  9.21  -0.50  -0.65
C  4.37  1.15  0.25
N  3.03  0.91  0.90
C  2.63  -0.51  0.67
S  1.96  -0.65  -1.01
C  2.30  -2.40  -1.40
C  1.06  -3.12  -1.95
C  2.98  1.37  2.32
C  1.61  1.16  3.02
C  0.33  1.26  2.15
C  -0.74  0.19  2.51
C  -1.41  -0.42  1.27
C  -1.77  -1.90  1.43
C  -0.61  -2.81  1.83
C  -0.93  -4.29  1.64
C  0.28  -5.17  1.97
C  0.83  -4.91  3.39
C  2.04  -3.97  3.46
C  3.39  -4.73  3.50
C  4.46  -4.13  2.57
N  5.74  -3.98  3.22
C  6.08  -3.07  4.20
C  7.42  -3.26  4.58
C  7.92  -4.33  3.78
C  6.86  -4.73  2.95
P  3.23  3.23  2.26
S  1.91  4.10  1.16
H  5.60  2.16  4.91
H  4.54  1.74  6.37
H  3.21  0.26  5.06
H  4.07  -0.45  2.92
H  5.67  1.99  2.94
H  6.33  1.67  0.87
H  5.55  -1.66  0.44
H  8.14  1.80  -1.15
H  9.46  -1.38  -0.98
H  4.36  2.16  -0.15
H  4.46  0.51  -0.62
H  2.36  1.50  0.37
H  1.89  -0.88  1.37
H  3.50  -1.15  0.74
H  2.67  -2.88  -0.49
H  3.12  -2.45  -2.11
H  0.78  -3.97  -1.34
H  1.26  -3.50  -2.95
H  0.22  -2.44  -2.00
H  1.55  1.93  3.79
H  1.56  0.22  3.56
H  0.52  1.17  1.08
H  -0.15  2.22  2.29
H  -1.52  0.64  3.11
H  -0.30  -0.62  3.09
H  -0.82  -0.29  0.36
H  -2.35  0.11  1.10
H  -2.23  -2.25  0.50
H  -2.54  -2.02  2.20
H  -0.46  -2.67  2.90
H  0.31  -2.59  1.28
H  -1.16  -4.45  0.59
H  -1.81  -4.60  2.21
H  1.07  -4.95  1.25
H  0.04  -6.23  1.90
H  1.11  -5.84  3.88
H  0.01  -4.50  3.98
H  2.02  -3.27  2.62
H  1.93  -3.38  4.37
H  3.19  -5.76  3.21
H  3.75  -4.76  4.53
H  4.64  -4.86  1.77
H  4.11  -3.19  2.15
H  5.41  -2.32  4.61
H  7.97  -2.71  5.32
H  8.91  -4.75  3.81
H  6.92  -5.52  2.22
H  4.52  3.45  1.74
H  3.33  3.63  3.60
F  -5.75  -1.12  0.89
C  -5.27  -0.43  -0.16
C  -5.45  0.94  -0.20
C  -4.95  1.66  -1.28
C  -4.28  0.99  -2.30
C  -4.11  -0.38  -2.24
C  -4.60  -1.10  -1.17
H  -5.98  1.44  0.60
H  -5.08  2.73  -1.32
H  -3.89  1.55  -3.14
H  -3.59  -0.90  -3.04
H  -4.48  -2.18  -1.10
F  -3.74  2.59  5.93
C  -3.34  3.45  4.97
C  -2.03  3.39  4.53
C  -1.61  4.27  3.54
C  -2.50  5.20  3.01
C  -3.81  5.24  3.47
C  -4.24  4.36  4.46
H  -1.35  2.67  4.97
H  -0.59  4.23  3.19
H  -2.17  5.89  2.25
H  -4.50  5.97  3.07
H  -5.25  4.37  4.82
F  -1.65  2.37  -3.70
C  -0.41  2.83  -3.96
C  -0.23  4.01  -4.65
C  1.07  4.45  -4.88
C  2.15  3.71  -4.42
C  1.94  2.53  -3.72
C  0.64  2.09  -3.49
H  -1.09  4.56  -5.01
H  1.23  5.37  -5.42
H  3.16  4.06  -4.60
H  2.78  1.95  -3.36
H  0.44  1.17  -2.94
F  -3.59  0.84  -9.71
C  -4.06  0.75  -8.46
C  -5.22  0.03  -8.22
C  -5.69  -0.06  -6.92
C  -5.03  0.57  -5.88
C  -3.87  1.30  -6.14
C  -3.38  1.39  -7.44
H  -5.73  -0.45  -9.04
H  -6.59  -0.63  -6.72
H  -5.40  0.50  -4.87
H  -3.35  1.80  -5.34
H  -2.48  1.94  -7.66
F  -7.17  1.03  -3.61
C  -8.45  1.13  -4.04
C  -9.05  0.02  -4.60
C  -10.37  0.13  -5.04
C  -11.05  1.33  -4.91
C  -10.42  2.43  -4.34
C  -9.11  2.33  -3.90
H  -8.50  -0.90  -4.69
H  -10.86  -0.73  -5.47
H  -12.07  1.41  -5.25
H  -10.95  3.37  -4.25
H  -8.60  3.18  -3.45

Calculated values
charge	+1
lowest unoccupied orbital energy	-2.5	eV
spin multiplicity	1
HOMO-LUMO gap	0.2800	hartree

Löwdin population analysis, charges in e, atoms 1 to 99: atom 1 (C): 0.0508, atom 2 (C): -0.1306, atom 3 (C): -0.3202, atom 4 (N): -0.0559, atom 5 (C): -0.5258, atom 6 (P): 0.9183, atom 7 (P): 0.2206, atom 8 (O): -0.3283, atom 9 (O): -0.1431, atom 10 (O): -0.1540, atom 11 (C): -0.1385, atom 12 (N): -0.1266, atom 13 (C): -0.4095, atom 14 (S): 0.9316, atom 15 (C): -0.4771, atom 16 (C): -0.1313, atom 17 (C): -0.4771, atom 18 (C): -0.1584, atom 19 (C): -0.1913, atom 20 (C): -0.1619, atom 21 (C): -0.1864, atom 22 (C): -0.1947, atom 23 (C): -0.2239, atom 24 (C): -0.2039, atom 25 (C): -0.1946, atom 26 (C): -0.2011, atom 27 (C): -0.2089, atom 28 (C): -0.1494, atom 29 (C): -0.1436, atom 30 (N): -0.1385, atom 31 (C): -0.1152, atom 32 (C): -0.0885, atom 33 (C): -0.0857, atom 34 (C): -0.0959, atom 35 (P): 0.4718, atom 36 (S): 0.2724, atom 37 (H): 0.0654, atom 38 (H): 0.0751, atom 39 (H): 0.1098, atom 40 (H): 0.1442, atom 41 (H): 0.0834, atom 42 (H): 0.0993, atom 43 (H): -0.0820, atom 44 (H): 0.0915, atom 45 (H): 0.0966, atom 46 (H): 0.1201, atom 47 (H): 0.0980, atom 48 (H): 0.1012, atom 49 (H): 0.0858, atom 50 (H): 0.0515, atom 51 (H): 0.0637, atom 52 (H): 0.0762, atom 53 (H): 0.0615, atom 54 (H): 0.0775, atom 55 (H): 0.0580, atom 56 (H): 0.1122, atom 57 (H): 0.1096, atom 58 (H): 0.0766, atom 59 (H): 0.0661, atom 60 (H): 0.1083, atom 61 (H): 0.0891, atom 62 (H): 0.0852, atom 63 (H): 0.1078, atom 64 (H): 0.1024, atom 65 (H): 0.1262, atom 66 (H): 0.0981, atom 67 (H): 0.0963, atom 68 (H): 0.1069, atom 69 (H): 0.1233, atom 70 (H): 0.0997, atom 71 (H): 0.1095, atom 72 (H): 0.1073, atom 73 (H): 0.1053, atom 74 (H): 0.0718, atom 75 (H): 0.1085, atom 76 (H): 0.1097, atom 77 (H): 0.1183, atom 78 (H): 0.1232, atom 79 (H): 0.0865, atom 80 (H): 0.0993, atom 81 (H): 0.0866, atom 82 (H): 0.0878, atom 83 (H): 0.1103, atom 84 (H): -0.0087, atom 85 (H): 0.0163, atom 86 (F): 0.0555, atom 87 (C): -0.2953, atom 88 (C): -0.0155, atom 89 (C): -0.0745, atom 90 (C): -0.1076, atom 91 (C): -0.0772, atom 92 (C): -0.0266, atom 93 (H): 0.1185, atom 94 (H): 0.1094, atom 95 (H): 0.0754, atom 96 (H): 0.1084, atom 97 (H): 0.1157, atom 98 (F): 0.0638, atom 99 (C): -0.2864